(1)
{
  "formula": "C4H5NO",
  "method": "ωB97M-V/def2-TZVPD",
  "species": ["N", "C", "C", "C", "C", "O", "H", "H", "H", "H", "H"],
  "xyz": [[3.1109, 0.2393, 0.3748], [2.1332, -0.3285, 0.1342], [0.8574, -0.9703, -0.1848], [-0.2063, -0.5402, 0.8222], [-1.5054, 0.9805, 0.0335], [-1.3630, -0.4452, 0.1274], [0.9344, -2.0571, -0.0547], [0.5741, -0.7647, -1.2270], [-0.8287, 1.4420, 0.7630], [-2.5290, 1.2680, 0.2471], [-1.1981, 1.2719, -0.9726]],
  "lowdin_charge": [0.15, -0.24, -0.19, 0.01, -0.08, -0.18, 0.13, 0.12, 0.09, 0.09, 0.10]
}

***

(2)
{
  "formula": "C4H18B2KO2",
  "method": "ωB97M-V/def2-TZVPD",
  "species": ["K", "B", "H", "H", "H", "H", "B", "H", "H", "H", "H", "C", "O", "C", "C", "O", "C", "H", "H", "H", "H", "H", "H", "H", "H", "H", "H"],
  "xyz": [[1.1427, -0.6952, -1.3000], [2.3108, -3.5483, -4.5896], [3.2808, -3.3308, -4.1701], [2.3839, -4.2151, -5.4348], [1.5845, -3.8539, -3.8525], [1.9837, -2.5983, -4.9829], [-2.6037, -2.0373, -3.1532], [-3.0927, -1.3535, -2.4769], [-2.1308, -2.7548, -2.5007], [-3.3208, -2.5014, -3.8125], [-1.8618, -1.5657, -3.7789], [-2.1478, 0.0976, 2.1135], [-0.8690, 0.4742, 2.6543], [-0.8032, 1.7671, 3.1983], [0.6365, 2.3160, 3.1631], [1.1647, 2.2073, 1.8707], [2.3998, 2.9049, 1.6470], [-2.1541, -0.9489, 1.8087], [-2.5094, 0.8509, 1.4136], [-2.8643, 0.1070, 2.9349], [-1.1873, 1.8437, 4.2155], [-1.4861, 2.4693, 2.7202], [1.2978, 1.9030, 3.9248], [0.4921, 3.3364, 3.5181], [2.7949, 2.7180, 0.6485], [3.1218, 2.4436, 2.3209], [2.4372, 3.9645, 1.8999]],
  "lowdin_charge": [0.85, -0.46, -0.13, -0.11, -0.11, -0.12, -0.46, -0.13, -0.12, -0.11, -0.12, -0.07, -0.19, -0.22, -0.22, -0.18, -0.09, 0.10, 0.09, 0.08, 0.12, 0.12, 0.12, 0.12, 0.08, 0.08, 0.09],
  "charge": -1
}

***

(3)
{
  "formula": "C2H15NO5",
  "method": "ωB97M-V/def2-TZVPD",
  "species": ["C", "O", "C", "N", "H", "H", "H", "H", "H", "H", "H", "H", "H", "O", "H", "H", "O", "H", "H", "O", "H", "H", "O"],
  "xyz": [[1.0417, -1.9934, 0.7996], [0.6820, -3.2624, 1.2509], [-0.0365, -1.1674, 0.0692], [0.1408, 0.3127, -0.2276], [1.5543, -1.4597, 1.5828], [1.8586, -2.1568, 0.1201], [0.1570, -3.0719, 2.1221], [-0.3024, -1.4692, -0.9140], [-0.9502, -1.3782, 0.5872], [0.2931, 0.8189, 0.6274], [1.0126, 0.3658, -0.9187], [-1.6308, 1.1582, -3.2865], [-0.6122, 1.7099, -2.2554], [-1.2428, 1.9120, -2.8328], [2.0526, 2.0897, -2.2556], [3.3943, 1.5869, -1.5407], [2.5658, 1.9360, -1.3405], [-0.5055, 0.9678, 2.1549], [-1.0232, 0.7838, 3.5915], [-0.4503, 0.3876, 2.9278], [-3.3175, 0.9212, 0.1929], [-2.1752, 0.4873, -0.7172], [-2.5064, 0.5211, 0.2628]],
  "lowdin_charge": [-0.31, -0.08, -0.24, -0.02, 0.11, 0.10, 0.15, 0.09, 0.08, 0.03, 0.10, 0.05, -0.09, 0.00, 0.12, -0.01, -0.08, 0.01, 0.04, -0.05, -0.02, 0.08, -0.07],
  "smiles": "NCCO.O.O.O.O"
}

***

Number 1: M 83.09 g/mol, orbital gap 8.65 eV, HOMO energy -9.039 eV. Number 2: M 158.91 g/mol, orbital gap 5.46 eV, HOMO energy -4.401 eV. Number 3: M 133.14 g/mol, orbital gap 9.72 eV, HOMO energy -9.328 eV.